*A*
Below is C16H23N3O2S in the gas phase, with properties calculated with wB97M-V/def2-TZVPD.

The geometry in ORCA input format:
```
! wB97M-V def2-TZVPD RIJCOSX def2/J DEFGRID3
* xyz 0 1
C 3.833 -0.194 0.249
C 3.159 -1.550 0.079
C 2.649 -2.112 1.408
C 1.642 -3.245 1.188
O 0.433 -2.794 0.606
C -0.517 -2.237 1.494
C -1.012 -0.901 0.916
C -2.094 -0.275 1.795
H -2.852 -1.026 2.015
H -1.637 0.056 2.728
C -2.765 0.928 1.115
C -1.795 2.037 0.926
N -1.405 2.819 1.879
N -0.469 3.628 1.333
C -0.252 3.345 0.025
S 0.795 4.096 -0.989
N -1.137 2.323 -0.248
C -1.254 1.671 -1.490
C -2.491 1.586 -2.118
C -2.596 0.931 -3.332
C -1.474 0.378 -3.925
C -0.239 0.488 -3.308
C -0.123 1.134 -2.091
H 0.834 1.235 -1.604
H 0.639 0.069 -3.776
H -1.561 -0.130 -4.874
H -3.557 0.864 -3.820
H -3.358 2.047 -1.668
H 0.013 4.320 1.881
H -3.572 1.286 1.756
H -3.176 0.616 0.155
O 0.066 -0.002 0.820
H 0.792 -0.478 0.395
H -1.417 -1.101 -0.091
H -1.360 -2.934 1.601
H -0.080 -2.059 2.482
H 2.047 -3.967 0.474
H 1.437 -3.766 2.132
H 2.173 -1.315 1.986
H 3.485 -2.491 1.998
H 2.322 -1.461 -0.620
H 3.865 -2.258 -0.360
H 4.677 -0.272 0.931
H 4.199 0.173 -0.707
H 3.135 0.538 0.651
*
```

Calculated values
- HOMO-LUMO gap (eV) = 8.42
- LUMO energy (Ha) = 0.0284

These are the Mulliken partial charges, in e, on atoms 1 to 6: -1.24 -0.44 -0.33 -0.74 -0.41 -0.94

---

*B*
Below is C16H23N3O2S in the gas phase, with properties calculated with wB97M-V/def2-TZVPD.

The geometry in ORCA input format:
```
! wB97M-V def2-TZVPD RIJCOSX def2/J DEFGRID3
* xyz 0 1
C -5.131 -1.501 0.211
H -5.733 -2.335 -0.136
H -4.758 -1.733 1.206
H -5.761 -0.614 0.269
C -3.957 -1.267 -0.740
N -3.123 -0.175 -0.273
C -2.138 -0.328 0.641
N -1.544 0.781 1.147
C -0.346 0.674 1.962
C 0.777 1.552 1.368
N 0.663 1.710 -0.067
C -0.571 2.403 -0.402
H -0.369 3.482 -0.420
C -1.695 2.120 0.621
H -2.674 2.284 0.169
H -1.611 2.805 1.471
H -0.888 2.100 -1.401
C 0.875 0.475 -0.820
C 2.200 -0.147 -0.472
C 2.257 -1.413 0.088
C 3.469 -2.013 0.426
C 4.611 -1.291 0.186
C 4.560 -0.013 -0.373
C 3.371 0.579 -0.712
H 3.332 1.568 -1.136
O 5.835 0.478 -0.501
C 6.689 -0.533 -0.011
O 5.919 -1.633 0.420
H 7.277 -0.140 0.835
H 7.377 -0.855 -0.810
H 3.510 -2.998 0.859
H 1.342 -1.956 0.270
H 0.081 -0.269 -0.667
H 0.879 0.752 -1.880
H 0.752 2.556 1.803
H 1.746 1.109 1.598
H -0.044 -0.374 1.983
H -0.577 0.988 2.986
S -1.666 -1.854 1.111
H -3.528 0.740 -0.402
C -4.432 -0.946 -2.152
H -3.583 -0.759 -2.805
H -5.073 -0.065 -2.149
H -4.999 -1.781 -2.551
H -3.325 -2.160 -0.753
*
```

Calculated values
- HOMO-LUMO gap (eV) = 8.56
- LUMO energy (Ha) = 0.0233

These are the Mulliken partial charges, in e, on atoms 1 to 6: -1.32 0.41 0.34 0.31 0.06 -0.05

---

Most stable: *A*. Least stable: *B*.

---

*A*
Below is C2H4N4O2 in the gas phase, with properties calculated with wB97M-V/def2-TZVPD.

The geometry in ORCA input format:
```
! wB97M-V def2-TZVPD RIJCOSX def2/J DEFGRID3
* xyz 0 1
C 1.260 -1.374 0.045
C 0.019 -0.732 -0.118
H -0.256 1.608 1.179
H -0.604 2.514 -0.262
H 1.485 -2.375 0.415
H -2.924 -0.575 0.054
N -0.091 1.777 0.203
N 0.274 0.637 -0.454
N 2.285 -0.622 -0.184
N -1.185 -1.184 -0.008
O 1.892 0.586 -0.420
O -2.154 -0.259 -0.449
*
```

Calculated values
- HOMO-LUMO gap (eV) = 9.07
- LUMO energy (Ha) = 0.0144

These are the Mulliken partial charges, in e, on atoms 1 to 6: -0.33 0.67 0.21 0.24 0.41 0.36

---

*B*
Below is C2H4N4O2 in the gas phase, with properties calculated with wB97M-V/def2-TZVPD.

The geometry in ORCA input format:
```
! wB97M-V def2-TZVPD RIJCOSX def2/J DEFGRID3
* xyz 0 1
C -1.921 1.451 0.003
C -0.599 -0.527 0.106
N -1.596 0.275 0.301
N 0.695 0.553 -0.159
N -0.238 -1.713 0.086
N 1.896 0.231 -0.153
O 2.836 0.965 -0.248
O 2.380 -1.089 -0.033
H -2.633 1.938 0.690
H -1.550 2.086 -0.911
H -0.895 -2.462 0.185
H 1.626 -1.708 0.134
*
```

Calculated values
- HOMO-LUMO gap (eV) = 9.15
- LUMO energy (Ha) = -0.0309

These are the Mulliken partial charges, in e, on atoms 1 to 6: -0.13 0.70 -0.37 -0.51 -0.64 0.92

---

Most stable: *A*. Least stable: *B*.

---

*A*
Below is 3 unconnected molecules or ions with the total composition C2H4N4O2, with properties calculated with wB97M-V/def2-TZVPD.

The geometry in ORCA input format:
```
! wB97M-V def2-TZVPD RIJCOSX def2/J DEFGRID3
* xyz 0 1
C 2.161 -2.067 -0.536
C -3.034 1.875 0.028
N 2.436 -2.666 0.444
N 0.064 0.613 1.023
N 0.552 -0.024 0.032
N 0.358 0.384 -1.108
O -2.422 2.619 -0.610
O -3.666 1.211 0.705
H 2.867 -3.175 1.187
H 0.199 0.258 1.932
H 0.793 -0.115 -1.841
H -0.308 1.088 -1.256
*
```

Calculated values
- HOMO-LUMO gap (eV) = 9.41
- LUMO energy (Ha) = 0.0273

These are the Mulliken partial charges, in e, on atoms 1 to 6: -0.17 0.69 -0.12 -0.77 0.30 -0.15

---

*B*
Below is C2H4N4O2 in the gas phase, with properties calculated with wB97M-V/def2-TZVPD.

The geometry in ORCA input format:
```
! wB97M-V def2-TZVPD RIJCOSX def2/J DEFGRID3
* xyz 0 1
C -0.694 -0.591 0.448
C 0.151 -0.153 -0.752
H -1.521 -2.373 1.129
H -1.207 -2.196 -0.604
H 0.668 1.831 1.626
H 1.681 1.691 -1.721
N -1.291 -1.798 0.351
N -0.701 0.378 1.341
N 0.135 1.336 0.948
N 0.732 0.954 -0.214
O 1.805 1.639 -0.711
O 0.240 -0.718 -1.841
*
```

Calculated values
- HOMO-LUMO gap (eV) = 8.76
- LUMO energy (Ha) = 0.0249

These are the Mulliken partial charges, in e, on atoms 1 to 6: 0.24 0.59 0.22 0.24 0.24 0.39

---

*C*
Below is C2H4N4O2 in the gas phase, with properties calculated with wB97M-V/def2-TZVPD.

The geometry in ORCA input format:
```
! wB97M-V def2-TZVPD RIJCOSX def2/J DEFGRID3
* xyz 0 1
C 1.304 -0.092 -0.062
C -0.647 0.863 -0.042
H -2.514 -0.576 0.841
H -2.620 -1.212 -0.829
H 0.328 -1.512 1.129
H 2.896 0.702 0.547
N -1.887 -1.207 0.129
N -0.846 -0.484 -0.299
N 0.364 -1.142 -0.072
N 0.853 1.000 -0.254
O 2.509 -0.268 0.108
O -1.436 1.617 0.193
*
```

Calculated values
- HOMO-LUMO gap (eV) = 9.50
- LUMO energy (Ha) = 0.0027

These are the Mulliken partial charges, in e, on atoms 1 to 6: 0.63 0.28 0.29 0.31 0.32 0.44

---

Most stable: *A*. Least stable: *C*.

---

*A*
Below is 4 unconnected molecules or ions with the total composition C3H12NO3, with properties calculated with wB97M-V/def2-TZVPD.

The geometry in ORCA input format:
```
! wB97M-V def2-TZVPD RIJCOSX def2/J DEFGRID3
* xyz 1 1
C -0.820 -0.242 -1.172
C -0.194 -0.275 -2.372
C -1.193 1.258 0.705
N -0.417 0.876 -0.218
H -1.716 -0.742 -0.835
H 0.614 0.431 -2.680
H -0.536 -0.998 -3.265
H -0.902 2.045 1.446
H -2.244 0.834 0.648
H 0.497 1.277 -0.316
H 4.366 -0.569 1.873
H 3.179 -1.409 2.423
O 3.398 -0.610 1.872
H -4.532 -0.736 1.093
H -3.449 -1.743 1.480
O -3.610 -0.805 1.072
H 2.748 0.103 0.097
H 2.457 0.451 -1.378
O 2.351 0.851 -0.474
*
```

Calculated values
- HOMO-LUMO gap (eV) = 10.27
- LUMO energy (Ha) = -0.1587

These are the Mulliken partial charges, in e, on atoms 1 to 6: -0.02 -0.65 -0.03 0.11 0.39 0.24

---

*B*
Below is 3 unconnected molecules or ions with the total composition C3H12NO3, with properties calculated with wB97M-V/def2-TZVPD.

The geometry in ORCA input format:
```
! wB97M-V def2-TZVPD RIJCOSX def2/J DEFGRID3
* xyz 1 1
C -4.184 0.614 0.296
O -3.049 -0.024 0.898
C 0.057 0.491 -0.229
C 1.235 1.389 -0.178
O 2.430 0.787 -0.764
N 0.251 -0.824 0.172
H -4.123 0.550 -0.813
H -5.134 0.151 0.558
H -4.262 1.677 0.687
H -0.507 0.598 -1.172
H 1.011 2.297 -0.722
H 1.582 1.594 0.872
H 3.075 1.495 -0.625
H -2.280 0.453 0.584
H -0.308 -0.973 1.030
H 0.046 -1.620 -0.439
H 3.595 -2.784 -0.553
H 2.888 -1.413 -0.645
O 3.080 -2.145 -0.051
*
```

Calculated values
- HOMO-LUMO gap (eV) = 5.90
- LUMO energy (Ha) = -0.3044

These are the Mulliken partial charges, in e, on atoms 1 to 6: -0.54 -0.45 -0.04 -0.43 -0.46 -0.20

---

Most stable: *A*. Least stable: *B*.